{"formula": "C5H9NOS", "method": "ωB97M-V with the def2-TZVPD basis set", "species": ["C", "C", "C", "C", "C", "H", "H", "H", "H", "H", "H", "H", "H", "H", "N", "O", "S"], "coordinates": [[0.54890, -0.64810, 1.02011], [1.52684, 0.48196, 0.56374], [-0.49064, 0.37175, -1.05046], [-1.64835, -0.30488, -0.60496], [-0.21519, -0.85801, -0.30269], [-1.39342, 0.38932, 1.14659], [-0.71483, -1.26146, 2.29767], [1.21065, -1.46763, 1.32124], [2.21419, 0.97118, 1.38878], [2.04558, -0.16010, -0.23220], [-0.24407, 0.34070, -2.06528], [-2.19753, 0.32484, 0.18458], [-2.03591, -0.99545, -1.43820], [-0.71427, -2.63628, -0.48522], [-0.31280, -0.14281, 2.00323], [-0.05650, -2.00472, -1.11445], [0.38386, 1.70475, -0.31121]], "nbo_charge": [-0.145, -0.497, -0.437, -0.434, 0.228, 0.332, 0.323, 0.222, 0.249, 0.209, 0.236, 0.208, 0.270, 0.467, -0.765, -0.685, 0.219], "fmax_ev_per_a": 6.22, "homo_lumo_gap_ev": 8.98, "e_homo_ha": -0.31387, "multiplicity": 1, "e_tot_ev": -19697.425}

{"formula": "C6H22N2O3", "method": "ωB97M-V with the def2-TZVPD basis set", "species": ["N", "C", "C", "N", "C", "C", "C", "C", "H", "H", "H", "H", "H", "H", "H", "H", "H", "H", "H", "H", "H", "H", "H", "H", "H", "H", "O", "H", "H", "O", "H", "H", "O"], "coordinates": [[-3.27503, -1.71941, -1.44350], [-2.58417, -1.52504, -0.17698], [-1.10277, -1.13636, -0.34768], [-0.63106, -0.22999, 0.80563], [2.35082, 2.02657, 0.69554], [0.87337, 1.61708, 1.03291], [0.89304, 0.03951, 0.75712], [1.75226, -0.60949, 1.85546], [-2.71561, -2.00808, -2.22806], [-3.65974, -0.83940, -1.75243], [-2.60519, -2.57500, 0.19205], [-3.09740, -0.79065, 0.52687], [-0.86076, -0.47058, -1.16643], [-0.54611, -2.05243, -0.25294], [-0.90412, -0.73320, 1.64502], [2.63641, 1.69836, -0.28735], [2.40075, 3.09862, 0.75169], [3.09059, 1.64317, 1.38863], [0.78423, 1.97061, 2.05492], [0.09987, 2.25153, 0.60119], [1.31014, -0.08701, -0.20232], [1.75528, -1.70336, 1.79652], [2.74555, -0.22585, 1.87746], [1.11951, -0.44447, 2.72319], [1.66343, 1.61035, -2.33345], [0.25289, 1.21553, -1.67458], [1.12490, 0.90095, -1.97744], [-3.12361, 1.88711, 0.40197], [-1.80432, 1.48090, -0.10025], [-2.34115, 2.28723, -0.05453], [1.50565, -2.93896, -2.00132], [1.29807, -1.40046, -1.75734], [1.59426, -2.23777, -1.34956]], "nbo_charge": [-0.837, -0.237, -0.250, -0.671, -0.618, -0.415, -0.055, -0.627, 0.357, 0.349, 0.193, 0.192, 0.170, 0.209, 0.353, 0.194, 0.204, 0.198, 0.205, 0.219, 0.218, 0.216, 0.221, 0.201, 0.492, 0.489, -0.967, 0.464, 0.478, -0.949, 0.472, 0.489, -0.957], "fmax_ev_per_a": 4.57, "homo_lumo_gap_ev": 9.42, "e_homo_ha": -0.32725, "smiles": "CC[C@@H](C)NCCN.O.O.O", "multiplicity": 1, "e_tot_ev": -15699.690}

{"formula": "C5H15N3O", "method": "ωB97M-V with the def2-TZVPD basis set", "species": ["C", "C", "C", "N", "H", "H", "H", "H", "H", "H", "H", "H", "H", "C", "N", "C", "O", "N", "H", "H", "H", "H", "H", "H"], "coordinates": [[-1.81852, 0.34974, 0.96749], [-1.19662, -0.22361, -0.97091], [-1.47926, 0.89888, -1.95291], [-0.96332, 0.52330, 1.99324], [-0.79403, -0.35640, 2.47472], [0.15523, 1.04417, 1.51152], [-2.18494, 1.27438, 0.53084], [-2.56867, -0.43317, 1.05874], [-2.04254, -0.91118, -0.93804], [-0.39854, -0.87986, -1.31194], [-0.61109, 1.54886, -2.10844], [-1.79245, 0.53326, -2.93865], [-2.28695, 1.54826, -1.59989], [1.71939, -1.36270, 1.29246], [1.92436, -0.67190, 0.03576], [1.31434, 0.51572, -0.24857], [1.92791, -1.56750, -1.05946], [1.08730, 1.39504, 0.70070], [2.86423, -1.68682, -1.27140], [0.83459, 2.29822, 0.31645], [1.28197, 0.74938, -1.30558], [2.51483, -2.09554, 1.42229], [1.76565, -0.62706, 2.09291], [0.74712, -1.86346, 1.30867]], "nbo_charge": [-0.081, -0.600, -0.631, -0.874, 0.334, 0.409, 0.161, 0.174, 0.186, 0.187, 0.173, 0.201, 0.196, -0.434, -0.141, 0.362, -0.553, -0.783, 0.476, 0.380, 0.205, 0.209, 0.235, 0.209], "fmax_ev_per_a": 2.34, "homo_lumo_gap_ev": 7.37, "e_homo_ha": -0.25123, "multiplicity": 1, "e_tot_ev": -11940.806}

{"formula": "C6H12IrN3O7S", "method": "ωB97M-V with the def2-TZVPD basis set", "species": ["Ir", "O", "S", "O", "O", "O", "O", "N", "O", "C", "N", "C", "C", "C", "N", "C", "C", "O", "H", "H", "H", "H", "H", "H", "H", "H", "H", "H", "H", "H"], "coordinates": [[0.00891, 0.29597, 0.48727], [-0.80110, 2.33750, 0.49644], [0.29077, 2.40561, -0.54132], [0.50651, 3.65544, -1.16160], [-0.05288, 1.24272, -1.44184], [1.47267, 1.83627, 0.23383], [2.20257, -2.18286, 1.90497], [2.00986, -1.91694, 0.76012], [0.80574, -1.62321, 0.30358], [-0.14382, 1.72791, 3.60071], [-1.39231, 0.99821, 3.78614], [-2.32915, 1.56313, 4.74712], [-3.28803, 0.48358, 5.21089], [-3.99613, -0.05210, 3.98359], [-3.01554, -0.46708, 2.99130], [-3.48981, -1.38393, 1.96459], [-1.76308, 0.02077, 2.94369], [-0.92758, -0.53274, 2.15160], [0.29857, 1.92599, 4.57561], [-0.32427, 2.66771, 3.07554], [0.55130, 1.14356, 3.00711], [-2.88563, 2.39179, 4.29508], [-1.75030, 1.96011, 5.58075], [-4.00937, 0.89758, 5.91337], [-2.73588, -0.31714, 5.70589], [-4.64818, 0.72117, 3.56320], [-4.61023, -0.91967, 4.22942], [-3.74619, -2.34831, 2.40460], [-2.71452, -1.52828, 1.22136], [-4.37203, -0.95873, 1.48283]], "nbo_charge": [1.361, -0.930, 2.489, -0.884, -0.850, -0.812, -0.331, 0.338, -0.630, -0.410, -0.403, -0.208, -0.420, -0.206, -0.405, -0.407, 0.818, -0.717, 0.208, 0.222, 0.234, 0.199, 0.220, 0.233, 0.220, 0.198, 0.217, 0.207, 0.243, 0.205], "fmax_ev_per_a": 3.07, "homo_lumo_gap_ev": [6.43, 6.44], "e_homo_ha": [-0.31141, -0.31144], "multiplicity": 1, "e_tot_ev": -38888.621}